Computed, not measured: 11 unconnected molecules or ions with the total composition C42H112B4F16N7O14 at a distorted geometry, with the ωB97M-V functional and the def2-TZVPD basis.

HOMO energy: -13.613 eV
ΔE to the lowest compared entry with this formula, charge and spin: 0.000 eV
orbital gap: 7.47 eV
net charge: +3

Each atom is followed by the atoms it is bonded to, with distances in Å.
Geometry (Å):
1 C -3.755 5.406 0.620  O2 1.442, H12 1.099, H13 1.087, H14 1.086
2 O -4.593 4.239 0.500  C1 1.442, C3 1.394
3 C -5.448 4.116 1.594  O2 1.394, C4 1.514, H15 1.093, H16 1.099
4 C -6.265 2.857 1.393  C3 1.514, N5 1.496, H17 1.089, H18 1.091
5 N -6.597 2.717 -0.059  C4 1.496, H6 1.043, H7 1.020, C8 1.483
6 H -5.817 3.100 -0.635  N5 1.043
7 H -6.641 1.718 -0.259  N5 1.020
8 C -7.796 3.473 -0.498  N5 1.483, C9 1.504, H19 1.088, H20 1.089
9 C -7.716 3.786 -1.966  C8 1.504, O10 1.414, H21 1.094, H22 1.098
10 O -6.380 4.190 -2.196  C9 1.414, C11 1.416
11 C -6.171 4.706 -3.497  O10 1.416, H23 1.090, H24 1.097, H25 1.087
12 H -2.913 5.175 1.286  C1 1.099
13 H -4.315 6.254 1.007  C1 1.087
14 H -3.271 5.561 -0.340  C1 1.086
15 H -6.076 5.001 1.722  C3 1.093
16 H -4.843 3.924 2.491  C3 1.099
17 H -7.189 2.830 1.968  C4 1.089
18 H -5.716 1.963 1.691  C4 1.091
19 H -7.814 4.395 0.080  C8 1.088
20 H -8.705 2.914 -0.287  C8 1.089
21 H -8.384 4.617 -2.208  C9 1.094
22 H -7.958 2.917 -2.591  C9 1.098
23 H -6.527 5.733 -3.569  C11 1.090
24 H -6.667 4.095 -4.262  C11 1.097
25 H -5.105 4.645 -3.701  C11 1.087
26 C -0.646 -3.592 -1.178  O27 1.413, H37 1.091, H38 1.093, H39 1.090
27 O -0.573 -3.619 0.233  C26 1.413, C28 1.405
28 C -1.690 -4.174 0.881  O27 1.405, C29 1.518, H40 1.096, H41 1.094
29 C -1.614 -5.688 0.966  C28 1.518, N30 1.509, H42 1.090, H43 1.092
30 N -0.337 -6.200 1.587  C29 1.509, H31 1.029, H32 1.027, C33 1.470
31 H -0.378 -7.221 1.698  N30 1.029
32 H 0.422 -6.027 0.917  N30 1.027
33 C 0.068 -5.668 2.896  N30 1.470, C34 1.509, H44 1.094, H45 1.083
34 C 1.191 -6.537 3.407  C33 1.509, O35 1.416, H46 1.088, H47 1.098
35 O 0.735 -7.873 3.297  C34 1.416, C36 1.424
36 C 1.792 -8.828 3.325  O35 1.424, H48 1.099, H49 1.086, H50 1.092
37 H -1.607 -3.302 -1.608  C26 1.091
38 H -0.377 -4.588 -1.539  C26 1.093
39 H 0.062 -2.847 -1.541  C26 1.090
40 H -2.628 -3.862 0.409  C28 1.096
41 H -1.731 -3.778 1.900  C28 1.094
42 H -1.661 -6.259 0.039  C29 1.090
43 H -2.386 -6.105 1.616  C29 1.092
44 H -0.781 -5.778 3.577  C33 1.094
45 H 0.326 -4.618 2.847  C33 1.083
46 H 1.419 -6.258 4.434  C34 1.088
47 H 2.089 -6.347 2.805  C34 1.098
48 H 2.383 -8.789 2.399  C36 1.099
49 H 1.353 -9.819 3.377  C36 1.086
50 H 2.480 -8.653 4.154  C36 1.092
51 C 4.944 0.231 -5.587  O52 1.420, H62 1.098, H63 1.099, H64 1.084
52 O 5.444 -0.728 -4.666  C51 1.420, C53 1.388
53 C 6.754 -1.124 -4.895  O52 1.388, C54 1.488, H65 1.102, H66 1.105
54 C 7.332 -1.785 -3.693  C53 1.488, N55 1.514, H67 1.085, H68 1.091
55 N 6.343 -2.776 -3.119  C54 1.514, H56 1.026, H57 1.020, C58 1.497
56 H 5.774 -3.193 -3.863  N55 1.026
57 H 6.885 -3.512 -2.666  N55 1.020
58 C 5.422 -2.189 -2.094  N55 1.497, C59 1.521, H69 1.086, H70 1.082
59 C 4.477 -3.285 -1.627  C58 1.521, O60 1.390, H71 1.101, H72 1.102
60 O 3.874 -3.836 -2.751  C59 1.390, C61 1.412
61 C 2.502 -4.102 -2.548  O60 1.412, H73 1.099, H74 1.098, H75 1.087
62 H 4.807 -0.262 -6.558  C51 1.098
63 H 5.640 1.071 -5.720  C51 1.099
64 H 4.008 0.636 -5.220  C51 1.084
65 H 7.383 -0.262 -5.168  C53 1.102
66 H 6.839 -1.777 -5.783  C53 1.105
67 H 7.654 -1.144 -2.879  C54 1.085
68 H 8.179 -2.404 -3.995  C54 1.091
69 H 4.768 -1.477 -2.590  C58 1.086
70 H 6.035 -1.809 -1.287  C58 1.082
71 H 3.833 -2.743 -0.917  C59 1.101
72 H 4.972 -4.029 -0.980  C59 1.102
73 H 1.994 -3.155 -2.317  C61 1.099
74 H 2.257 -4.774 -1.715  C61 1.098
75 H 2.017 -4.409 -3.471  C61 1.087
76 C -6.760 0.311 8.993  O77 1.428, H87 1.098, H88 1.089, H89 1.084
77 O -6.144 0.794 7.799  C76 1.428, C78 1.406
78 C -5.736 2.137 7.890  O77 1.406, C79 1.511, H90 1.102, H91 1.099
79 C -5.084 2.521 6.583  C78 1.511, N80 1.479, H92 1.089, H93 1.090
80 N -4.383 1.351 6.013  C79 1.479, H81 1.023, H82 1.026, C83 1.488
81 H -3.871 0.856 6.748  N80 1.023
82 H -5.075 0.695 5.633  N80 1.026
83 C -3.448 1.684 4.904  N80 1.488, C84 1.501, H94 1.092, H95 1.088
84 C -3.022 0.416 4.223  C83 1.501, O85 1.414, H96 1.098, H97 1.092
85 O -4.213 -0.257 3.863  C84 1.414, C86 1.408
86 C -3.945 -1.217 2.868  O85 1.408, H98 1.090, H99 1.097, H100 1.094
87 H -7.744 0.788 9.094  C76 1.098
88 H -6.159 0.531 9.874  C76 1.089
89 H -6.969 -0.740 8.831  C76 1.084
90 H -5.049 2.281 8.741  C78 1.102
91 H -6.585 2.793 8.128  C78 1.099
92 H -4.368 3.335 6.686  C79 1.089
93 H -5.825 2.891 5.874  C79 1.090
94 H -2.578 2.205 5.307  C83 1.092
95 H -3.920 2.384 4.218  C83 1.088
96 H -2.367 -0.167 4.884  C84 1.098
97 H -2.394 0.674 3.369  C84 1.092
98 H -4.870 -1.746 2.640  C86 1.090
99 H -3.235 -1.956 3.259  C86 1.097
100 H -3.513 -0.785 1.961  C86 1.094
101 C -2.558 1.828 0.535  O102 1.397, H112 1.099, H113 1.090, H114 1.102
102 O -1.634 0.838 0.876  C101 1.397, C103 1.440
103 C -0.605 0.541 -0.087  O102 1.440, C104 1.486, H115 1.095, H116 1.091
104 C 0.360 -0.287 0.683  C103 1.486, N105 1.509, H117 1.093, H118 1.090
105 N 0.917 0.538 1.817  C104 1.509, H106 1.030, H107 1.022, C108 1.468
106 H 0.041 0.768 2.308  N105 1.030
107 H 1.477 -0.104 2.380  N105 1.022
108 C 1.657 1.764 1.497  N105 1.468, C109 1.501, H119 1.090, H120 1.085
109 C 2.921 1.549 0.717  C108 1.501, O110 1.421, H121 1.097, H122 1.095
110 O 2.567 1.236 -0.623  C109 1.421, C111 1.418
111 C 3.750 0.887 -1.324  O110 1.418, H123 1.089, H124 1.091, H125 1.095
112 H -1.989 2.751 0.355  C101 1.099
113 H -3.205 2.018 1.392  C101 1.090
114 H -3.177 1.613 -0.351  C101 1.102
115 H -0.141 1.500 -0.335  C103 1.095
116 H -1.003 0.042 -0.972  C103 1.091
117 H 1.198 -0.594 0.053  C104 1.093
118 H 0.022 -1.245 1.077  C104 1.090
119 H 2.002 2.225 2.422  C108 1.090
120 H 0.963 2.465 1.046  C108 1.085
121 H 3.487 0.706 1.132  C109 1.097
122 H 3.501 2.477 0.725  C109 1.095
123 H 3.535 0.629 -2.360  C111 1.089
124 H 4.263 0.076 -0.804  C111 1.091
125 H 4.390 1.775 -1.355  C111 1.095
126 C -2.380 -1.582 -3.585  O127 1.431, H137 1.083, H138 1.096, H139 1.095
127 O -3.428 -1.753 -4.545  C126 1.431, C128 1.372
128 C -4.615 -1.131 -4.251  O127 1.372, C129 1.516, H140 1.107, H141 1.096
129 C -5.617 -1.681 -5.247  C128 1.516, N130 1.497, H142 1.095, H143 1.089
130 N -4.954 -1.774 -6.585  C129 1.497, H131 1.026, H132 1.029, C133 1.491
131 H -4.336 -0.980 -6.785  N130 1.026
132 H -4.298 -2.563 -6.512  N130 1.029
133 C -5.837 -2.037 -7.757  N130 1.491, C134 1.504, H144 1.086, H145 1.088
134 C -4.990 -1.880 -8.991  C133 1.504, O135 1.408, H146 1.101, H147 1.096
135 O -3.748 -2.497 -8.752  C134 1.408, C136 1.421
136 C -2.727 -2.018 -9.616  O135 1.421, H148 1.094, H149 1.083, H150 1.094
137 H -1.566 -2.238 -3.868  C126 1.083
138 H -2.692 -1.738 -2.546  C126 1.096
139 H -2.076 -0.530 -3.599  C126 1.095
140 H -4.553 -0.043 -4.446  C128 1.107
141 H -4.982 -1.194 -3.220  C128 1.096
142 H -6.460 -1.002 -5.419  C129 1.095
143 H -6.106 -2.634 -5.052  C129 1.089
144 H -6.646 -1.315 -7.708  C133 1.086
145 H -6.203 -3.057 -7.661  C133 1.088
146 H -4.879 -0.812 -9.231  C134 1.101
147 H -5.449 -2.364 -9.861  C134 1.096
148 H -2.940 -2.327 -10.644  C136 1.094
149 H -1.781 -2.440 -9.298  C136 1.083
150 H -2.679 -0.926 -9.591  C136 1.094
151 C 5.309 1.507 4.456  O152 1.442, H162 1.099, H163 1.090, H164 1.085
152 O 6.374 2.303 3.897  C151 1.442, C153 1.419
153 C 7.376 1.515 3.275  O152 1.419, C154 1.518, H165 1.096, H166 1.098
154 C 8.364 2.476 2.639  C153 1.518, N155 1.500, H167 1.085, H168 1.086
155 N 7.531 3.507 1.935  C154 1.500, H156 1.040, H157 1.035, C158 1.477
156 H 6.819 3.066 1.319  N155 1.040
157 H 6.932 3.825 2.717  N155 1.035
158 C 8.265 4.656 1.369  N155 1.477, C159 1.506, H169 1.090, H170 1.088
159 C 7.302 5.596 0.690  C158 1.506, O160 1.400, H171 1.096, H172 1.102
160 O 6.490 4.841 -0.165  C159 1.400, C161 1.413
161 C 5.865 5.607 -1.174  O160 1.413, H173 1.094, H174 1.087, H175 1.097
162 H 5.756 0.843 5.210  C151 1.099
163 H 4.832 0.910 3.679  C151 1.090
164 H 4.670 2.195 4.998  C151 1.085
165 H 6.988 0.819 2.523  C153 1.096
166 H 7.853 0.923 4.068  C153 1.098
167 H 8.948 1.977 1.873  C154 1.085
168 H 8.890 2.996 3.434  C154 1.086
169 H 8.985 4.203 0.688  C158 1.090
170 H 8.799 5.173 2.164  C158 1.088
171 H 7.854 6.381 0.160  C159 1.096
172 H 6.695 6.125 1.443  C159 1.102
173 H 5.378 6.491 -0.754  C161 1.094
174 H 5.160 4.950 -1.678  C161 1.087
175 H 6.571 5.933 -1.948  C161 1.097
176 B -0.500 3.288 4.123  F177 1.404, F178 1.386, F179 1.419, F180 1.469
177 F -1.251 4.311 4.723  B176 1.404
178 F 0.655 3.731 3.498  B176 1.386
179 F -0.214 2.313 5.113  B176 1.419
180 F -1.358 2.640 3.122  B176 1.469
181 B 1.124 -0.835 -3.964  F182 1.458, F183 1.416, F184 1.435, F185 1.412
182 F 0.957 -1.030 -2.528  B181 1.458
183 F 2.481 -0.557 -4.256  B181 1.416
184 F 0.802 -2.075 -4.612  B181 1.435
185 F 0.259 0.219 -4.331  B181 1.412
186 B 7.166 0.558 -0.253  F187 1.395, F188 1.408, F189 1.393, F190 1.440
187 F 6.771 0.315 -1.569  B186 1.395
188 F 6.692 -0.503 0.543  B186 1.408
189 F 8.541 0.742 -0.125  B186 1.393
190 F 6.544 1.765 0.226  B186 1.440
191 B 2.504 -2.019 3.205  F192 1.442, F193 1.391, F194 1.415, F195 1.414
192 F 1.177 -1.556 3.526  B191 1.442
193 F 3.002 -2.756 4.275  B191 1.391
194 F 2.437 -2.827 2.046  B191 1.415
195 F 3.277 -0.865 2.938  B191 1.414